1.
Molecular formula: C6H12NS
Method: DFT, ωB97M-V/def2-TZVPD

```
20
Properties=species:S:1:pos:R:3:nbo_charge:R:1
S -2.72507 -0.63506 -0.54894 0.343
N -0.14222 0.00445 0.09041 -0.395
C -1.49102 0.72793 -0.56569 -0.089
C -0.62481 -1.16887 0.86449 -0.122
C -1.86230 -1.57155 0.64019 -0.331
C 2.29239 -0.94726 -0.38943 -0.612
C -1.79289 1.76995 0.51026 -0.621
C 0.88842 -0.34702 -0.87574 -0.257
H 0.33687 0.52535 0.82560 0.438
H -2.54551 2.42121 0.01190 0.256
H 0.15463 -1.61029 1.57474 0.261
H -0.82593 2.13644 0.75258 0.205
H 2.89027 -0.01578 -0.15903 0.224
H 0.66322 -1.14895 -1.62431 0.247
H 0.99777 0.48514 -1.52250 0.220
H 2.13661 -1.52883 0.60329 0.220
H -2.16567 1.34791 1.35279 0.229
H -1.42457 1.18975 -1.47201 0.239
H -2.44325 -2.41787 1.07641 0.294
H 2.81522 -1.49834 -1.12552 0.252
```

Computed properties:
**Spin multiplicity**: 1
**Relative energy (zero: lowest compared OMol25 entry of this formula, charge and spin)**: 51.89 kcal per mole
**Charge**: +1
**SMILES string**: CC[N@@H+]1C=CS[C@H]1C

2.
Molecular formula: C7H15FN2O2STm
Method: DFT, ωB97M-V/def2-TZVPD

```
29
Properties=species:S:1:pos:R:3:nbo_charge:R:1
Tm -3.84584 3.62203 1.78076 1.948
S 2.85210 1.04539 0.89025 2.515
F 2.16062 0.75833 2.25170 -0.459
O 2.18034 2.14147 0.31265 -0.861
O 4.23437 0.92790 1.04233 -0.776
N -2.88350 1.71474 0.67942 -0.921
N 2.33920 -0.39435 0.04778 -0.484
C 1.60846 -0.07724 -1.24022 -0.223
C -2.29945 -0.34578 -0.63210 -0.426
C 0.15403 0.40522 -1.11710 -0.431
C -0.90253 -0.69926 -1.16214 -0.410
C 1.91676 -1.43257 0.82252 0.064
C 2.10717 -2.71105 0.32643 -0.094
C -2.46902 0.25076 0.77344 -0.217
H -3.26035 -0.26980 1.30417 0.239
H 2.20040 0.66713 -1.76162 0.267
H 1.65972 -0.98733 -1.83831 0.245
H -1.07030 -0.97863 -2.20285 0.256
H 1.46729 -1.28210 1.79245 0.252
H 2.19445 -3.55402 1.00161 0.265
H 0.04889 1.03950 -2.00031 0.258
H 2.24017 -2.87881 -0.73570 0.234
H -2.90556 -1.24699 -0.70335 0.270
H -0.51967 -1.60445 -0.67921 0.206
H -2.47983 2.08914 -0.18319 0.415
H -1.55825 0.16836 1.36602 0.204
H -2.42909 2.22258 1.45021 0.252
H 0.02132 1.05425 -0.24973 0.197
H -2.76191 0.35559 -1.33589 0.214
```

Computed properties:
**Spin multiplicity**: 3
**Relative energy (zero: lowest compared OMol25 entry of this formula, charge and spin)**: 0.00 kcal per mole
**Charge**: +3
**Expectation value of S²**: 2.0173

3.
Molecular formula: C8H8BF4FeN2S2SbSe4
Method: DFT, ωB97M-V/def2-TZVPD

```
31
Properties=species:S:1:pos:R:3:nbo_charge:R:1
Sb -3.13159 -2.16187 -1.13316 1.097
Se -4.93809 -1.60397 0.44378 -0.894
Se -2.47875 0.02640 -2.32031 -0.911
Se -1.05521 -2.82611 0.01093 -0.914
Se -3.81707 -3.59247 -2.99453 -0.858
Fe -0.83109 0.64894 -0.71349 1.362
S -0.66564 -0.57744 3.72068 0.434
S 3.42508 -1.14051 -1.16659 0.411
F 0.04274 2.53021 -0.70820 -0.606
F 1.38827 4.34962 -0.25993 -0.559
F 2.17838 2.63677 -1.57363 -0.567
F 1.87887 2.30926 0.67687 -0.561
N -0.51630 0.18393 1.32222 -0.562
N 1.06044 -0.34289 -0.78511 -0.535
C 0.63920 -0.52017 1.57489 0.141
C 1.65567 -0.17636 -3.16005 -0.673
C 1.54684 -0.70517 0.45090 0.144
C 0.75517 -0.97456 2.84469 -0.426
C 1.93244 -0.50202 -1.73535 0.138
C -2.66429 0.82268 2.31259 -0.698
C 2.82325 -1.16009 0.44029 -0.424
C -1.30415 0.23892 2.35521 0.139
B 1.43074 2.98056 -0.45109 1.358
H 1.96067 -0.99274 -3.81511 0.223
H 2.18523 0.73510 -3.43917 0.242
H -2.67867 1.66686 1.62233 0.235
H 3.42346 -1.48874 1.27036 0.232
H 1.53927 -1.57660 3.26824 0.234
H -3.37385 0.08394 1.91577 0.316
H -2.99333 1.14830 3.29920 0.210
H 0.58230 -0.01975 -3.27324 0.272
```

Computed properties:
**Spin multiplicity**: 5
**Total energy**: -12750.00664 a.u.
**Charge**: -2
**Expectation value of S²**: 6.0134

4.
Molecular formula: C2H5N2O3
Method: DFT, ωB97M-V/def2-TZVPD

```
12
Properties=species:S:1:pos:R:3:nbo_charge:R:1
O -2.63063 1.46532 -0.74964 -0.470
O 0.04423 -1.96729 1.27856 -0.269
O 0.02727 0.97183 -1.00041 -0.447
N -1.95377 0.49252 -0.08555 -0.018
N -0.70863 0.30549 -0.24668 0.142
C 1.93931 -0.66488 0.25697 -0.863
C 0.78754 -1.20192 0.90422 0.952
H 2.51595 0.02988 0.83381 0.340
H 1.79041 0.15809 -0.49150 0.387
H -2.48345 -0.00157 0.56546 0.418
H 2.53952 -1.49214 -0.03779 0.324
H -1.86777 1.90467 -1.22744 0.505
```

Computed properties:
**Spin multiplicity**: 1
**Relative energy (zero: lowest compared OMol25 entry of this formula, charge and spin)**: 141.03 kcal per mole
**Charge**: +1